[1]
DFT (ωB97M-V/def2-TZVPD) results for a molecular structure, C4H30BO23 in a non-equilibrium geometry.

XYZ file:
```
58
C4H30BO23 (ωB97M-V/def2-TZVPD)
O 0.02 0.48 2.16
C -0.65 0.12 1.21
O -0.44 0.50 0.05
B -1.24 -0.32 -0.84
O -2.05 -1.15 0.02
C -1.67 -0.94 1.17
O -2.27 -1.44 2.12
O -0.35 -1.20 -1.66
C -0.55 -0.92 -2.83
O 0.10 -1.39 -3.76
C -1.56 0.09 -2.97
O -2.01 0.45 -1.82
O -1.48 0.97 -3.83
O -3.01 2.14 1.63
H -3.05 2.59 0.75
H -2.20 2.57 1.94
O -1.64 3.74 -3.84
H -1.98 2.86 -3.97
H -0.71 3.53 -3.73
O -0.70 3.24 2.63
H -0.59 3.31 3.56
H 0.17 3.47 2.36
O -2.56 -0.18 4.50
H -2.76 -0.77 3.78
H -2.79 0.68 4.18
O 2.21 -3.08 -2.81
H 2.95 -3.06 -3.45
H 1.56 -2.53 -3.18
O 0.77 0.98 -5.50
H 0.80 0.02 -5.69
H 0.06 1.04 -4.88
O 2.22 1.83 3.16
H 1.34 1.52 2.90
H 2.05 2.45 3.84
O -0.40 3.48 -1.05
H 0.24 3.36 -0.33
H -0.11 2.69 -1.55
O 3.12 -0.69 3.03
H 2.74 0.15 3.17
H 2.40 -1.30 2.98
O 0.25 -0.69 4.57
H 0.38 -0.25 3.75
H -0.67 -0.63 4.75
O -0.72 -3.92 0.55
H -1.25 -3.72 -0.20
H -0.02 -4.44 0.15
O 2.15 -1.72 -5.93
H 2.86 -2.36 -6.06
H 1.72 -1.87 -5.07
O 2.65 0.84 -0.21
H 2.22 1.13 -0.99
H 2.36 1.43 0.42
O 1.75 -1.80 0.14
H 1.96 -0.89 0.25
H 1.01 -1.92 -0.44
O -0.97 -3.08 3.93
H -0.09 -2.71 3.64
H -1.56 -2.70 3.31
```

Summary:
maximum force = 7.5 eV/Å
orbital gap = 0.315 Ha
charge = -1
energy relative to the best compared isomer or geometry (same formula, charge and spin) = 85.02 kcal per mole

=====

[2]
DFT (ωB97M-V/def2-TZVPD) results for 2 unconnected molecules or ions with the total composition C2H2NO3S2 in a non-equilibrium geometry.

XYZ file:
```
10
C2H2NO3S2 (ωB97M-V/def2-TZVPD)
C 1.95 0.04 -1.50
C -0.24 -0.66 0.79
N -0.58 0.32 0.00
O -0.86 -1.59 1.30
O 1.89 -1.07 -1.82
O 1.15 -0.57 1.09
S 2.17 1.54 -1.22
S -2.19 0.34 -0.52
H 1.30 -1.32 1.68
H -1.95 1.30 -1.42
```

Summary:
maximum force = 1.4 eV/Å
orbital gap = 0.227 Ha
charge = -1
energy relative to the best compared isomer or geometry (same formula, charge and spin) = 0.00 kcal per mole

=====

[3]
DFT (ωB97M-V/def2-TZVPD) results for 12 unconnected molecules or ions with the total composition C62H128O36 in a non-equilibrium geometry.

XYZ file:
```
226
C62H128O36 (ωB97M-V/def2-TZVPD)
C -0.35 -2.74 3.62
C -1.17 -1.49 3.62
C -2.54 -1.59 4.29
O -2.28 -0.95 5.61
C -1.15 -0.23 5.55
O -0.70 0.54 6.36
O -0.58 -0.45 4.38
H -0.93 -3.53 3.02
H -0.16 -3.10 4.65
H 0.57 -2.58 3.09
H -1.26 -1.06 2.59
H -2.94 -2.57 4.53
H -3.30 -0.96 3.79
C 7.99 0.84 5.12
C 7.31 0.13 6.24
C 6.05 -0.54 5.92
O 6.23 -1.96 6.13
C 7.45 -2.16 6.63
O 7.97 -3.18 6.86
O 8.08 -0.99 6.83
H 8.23 0.21 4.27
H 8.89 1.20 5.56
H 7.40 1.70 4.96
H 7.38 0.89 7.07
H 5.85 -0.36 4.83
H 5.21 -0.15 6.47
C 0.12 4.32 2.12
C 1.45 5.00 2.26
C 2.69 4.17 2.10
O 3.58 4.95 1.22
C 2.85 5.82 0.57
O 3.24 6.48 -0.37
O 1.61 5.98 1.09
H -0.05 3.51 2.86
H 0.00 3.83 1.15
H -0.68 5.09 2.19
H 1.48 5.60 3.18
H 2.48 3.20 1.56
H 3.18 3.95 3.05
C -6.07 -0.60 -2.67
C -6.93 -0.54 -1.47
C -6.21 -0.36 -0.12
O -6.92 0.73 0.53
C -7.68 1.36 -0.42
O -8.14 2.42 -0.22
O -7.69 0.70 -1.56
H -5.46 0.32 -2.59
H -6.65 -0.57 -3.58
H -5.36 -1.42 -2.66
H -7.67 -1.29 -1.46
H -5.13 -0.09 -0.20
H -6.19 -1.15 0.56
C 4.34 5.45 -4.12
C 3.91 4.25 -3.29
C 4.48 4.03 -1.90
O 3.39 3.38 -1.14
C 2.25 3.83 -1.71
O 1.14 3.83 -1.21
O 2.45 4.44 -2.93
H 4.06 6.40 -3.66
H 3.87 5.45 -5.12
H 5.38 5.50 -4.43
H 3.99 3.30 -3.81
H 4.72 5.04 -1.42
H 5.31 3.34 -1.82
C -9.37 -7.20 1.03
O -7.91 -7.15 1.09
C -7.25 -6.99 -0.16
C -6.94 -5.54 -0.44
O -6.11 -5.39 -1.57
C -6.30 -4.14 -2.18
C -5.30 -4.18 -3.34
O -4.07 -3.57 -3.00
C -3.10 -3.76 -4.03
H -9.58 -8.08 1.72
H -9.69 -7.31 -0.04
H -9.75 -6.25 1.37
H -7.82 -7.49 -0.93
H -6.34 -7.65 -0.14
H -6.39 -5.02 0.40
H -7.82 -4.93 -0.50
H -6.09 -3.24 -1.57
H -7.33 -4.01 -2.53
H -5.62 -3.69 -4.24
H -5.01 -5.21 -3.66
H -3.39 -3.20 -4.93
H -3.01 -4.83 -4.27
H -2.19 -3.35 -3.69
C 5.85 -1.21 -2.30
O 4.49 -1.46 -2.51
C 3.66 -0.41 -2.11
C 2.17 -0.81 -2.10
O 1.68 -1.11 -3.37
C 0.25 -1.29 -3.31
C -0.17 -1.58 -4.71
O -0.16 -3.01 -4.94
C 0.13 -3.33 -6.24
H 6.35 -0.81 -3.22
H 6.26 -2.22 -2.10
H 5.97 -0.59 -1.43
H 3.79 0.49 -2.70
H 3.89 -0.19 -1.08
H 1.76 0.17 -1.75
H 1.98 -1.66 -1.41
H -0.20 -0.31 -2.88
H 0.06 -2.10 -2.64
H 0.60 -1.18 -5.39
H -1.11 -1.17 -5.00
H -0.51 -2.69 -6.93
H -0.01 -4.40 -6.45
H 1.23 -3.09 -6.52
C 6.55 -3.42 2.93
O 5.14 -3.20 2.81
C 4.72 -3.33 1.44
C 4.40 -4.79 1.24
O 3.29 -5.03 2.00
C 2.55 -6.23 1.65
C 1.69 -5.92 0.45
O 0.64 -5.08 0.89
C -0.12 -4.69 -0.30
H 6.75 -3.41 4.00
H 7.20 -2.65 2.48
H 6.93 -4.35 2.52
H 5.52 -2.96 0.80
H 3.82 -2.70 1.32
H 5.28 -5.42 1.60
H 4.27 -5.10 0.22
H 1.84 -6.40 2.51
H 3.22 -7.07 1.47
H 1.27 -6.84 0.02
H 2.33 -5.43 -0.30
H -0.88 -5.49 -0.56
H 0.57 -4.57 -1.17
H -0.55 -3.71 -0.10
C 3.35 0.23 -6.94
O 2.06 0.55 -6.45
C 1.87 1.93 -6.65
C 0.43 2.25 -6.32
O -0.40 1.98 -7.44
C -1.19 0.84 -7.37
C -2.56 1.04 -6.62
O -2.39 1.63 -5.33
C -3.62 1.91 -4.76
H 3.79 -0.59 -6.39
H 3.98 1.10 -6.76
H 3.29 -0.02 -7.96
H 2.01 2.12 -7.73
H 2.51 2.52 -6.00
H 0.33 3.31 -6.08
H 0.15 1.66 -5.47
H -0.63 0.04 -6.86
H -1.43 0.52 -8.39
H -3.02 0.06 -6.57
H -3.21 1.70 -7.23
H -4.24 1.00 -4.63
H -4.27 2.56 -5.46
H -3.60 2.47 -3.84
C -2.35 7.56 -0.35
O -1.91 6.24 -0.14
C -1.36 5.58 -1.29
C -2.44 5.19 -2.24
O -3.39 4.25 -1.77
C -4.63 4.71 -1.39
C -5.60 3.58 -1.19
O -5.65 2.72 -2.31
C -6.76 3.11 -3.15
H -2.60 8.03 0.58
H -3.24 7.59 -0.97
H -1.53 8.13 -0.81
H -1.01 4.66 -0.84
H -0.55 6.13 -1.88
H -2.00 4.73 -3.11
H -2.94 6.02 -2.78
H -5.01 5.35 -2.23
H -4.59 5.33 -0.52
H -6.62 3.87 -0.96
H -5.16 2.93 -0.38
H -7.71 3.25 -2.55
H -6.92 2.43 -3.96
H -6.57 4.17 -3.49
C 3.30 4.14 6.54
O 2.28 3.50 7.33
C 1.56 2.57 6.53
C 2.33 1.36 6.14
O 2.94 0.67 7.24
C 1.97 -0.35 7.81
C 2.27 -1.70 7.19
O 2.20 -1.59 5.79
C 2.79 -2.71 5.18
H 4.25 3.63 6.35
H 3.59 5.05 7.01
H 2.82 4.43 5.60
H 1.10 3.07 5.68
H 0.65 2.31 7.14
H 3.24 1.71 5.56
H 1.79 0.68 5.47
H 0.99 0.07 7.58
H 2.07 -0.41 8.85
H 1.63 -2.49 7.63
H 3.21 -2.06 7.48
H 2.43 -3.66 5.59
H 3.92 -2.83 5.09
H 2.52 -2.70 4.13
C -2.73 -1.09 -0.23
O -3.04 -0.12 0.72
C -2.68 1.25 0.24
C -1.23 1.38 -0.10
O -0.45 1.13 1.08
C 0.95 0.94 0.89
C 1.63 0.59 2.18
O 3.02 0.53 1.85
C 3.92 0.09 2.83
H -3.06 -0.93 -1.29
H -3.20 -1.99 0.08
H -1.62 -1.13 -0.28
H -2.96 1.99 0.98
H -3.24 1.44 -0.64
H -1.01 2.44 -0.38
H -0.78 0.85 -0.97
H 1.43 1.81 0.43
H 1.11 0.17 0.13
H 1.14 -0.33 2.60
H 1.45 1.35 2.93
H 4.73 -0.44 2.39
H 3.37 -0.58 3.50
H 4.27 0.96 3.34
```

Summary:
SMILES = C[C@H]1COC(=O)O1.C[C@H]1COC(=O)O1.C[C@H]1COC(=O)O1.C[C@H]1COC(=O)O1.C[C@H]1COC(=O)O1.COCCOCCOC.COCCOCCOC.COCCOCCOC.COCCOCCOC.COCCOCCOC.COCCOCCOC.COCCOCCOC
maximum force = 3.6 eV/Å
orbital gap = 0.351 Ha
energy relative to the best compared isomer or geometry (same formula, charge and spin) = 77.46 kcal per mole